Record 1
Density functional theory data (wB97M-V/def2-TZVPD) for one molecule with the formula C32H36Cl2FINO9PS in a non-equilibrium geometry.

Structure (ORCA input):
```
! RIJCOSX wB97M-V def2-TZVPD def2/J DEFGRID3
* xyz 0 1
C -4.3821 -2.1233 -0.8544
C -4.6560 -0.5869 -0.8600
C -4.8678 0.0351 0.5399
C -3.5761 0.5375 1.2285
C -2.6970 1.4170 0.3271
C -1.4706 0.8989 -0.0502
C -0.6235 1.6440 -0.8490
C -1.0149 2.8957 -1.3115
C 0.0039 3.6396 -2.1810
C -0.1124 3.2403 -3.6806
C 1.2802 3.2060 -4.3737
C -2.2606 3.4301 -0.9807
P -2.7557 5.0859 -1.6430
O -2.4791 6.1492 -0.6932
O -4.3318 5.0994 -2.0127
O -2.0009 5.4421 -3.0282
C -3.0861 2.6653 -0.1263
S -4.6733 3.3843 0.3572
O -5.6217 3.0957 -0.6542
O -4.4998 4.7384 0.7050
F -5.1784 2.6632 1.6651
C 0.7257 1.0320 -1.1818
O 1.2649 1.1072 -2.2643
C 1.3490 0.2555 -0.0413
C 0.5073 -0.4948 0.7526
C 1.0001 -1.2289 1.8122
C -0.0167 -2.0243 2.6342
O -0.2663 -3.2300 1.8832
C -1.3554 -3.9004 2.3303
C -2.0069 -4.8281 1.3280
O -1.7653 -3.7952 3.4670
C 2.3729 -1.2430 2.1117
C 2.9412 -2.0211 3.3010
C 3.4187 -3.4586 2.9914
C 2.4904 -4.2993 2.1056
I 3.5095 -4.4899 4.9146
C 3.2105 -0.4960 1.2751
C 4.7139 -0.4822 1.5351
C 5.4004 -1.7935 1.1803
N 6.5521 -2.1177 1.5961
C 2.6990 0.2584 0.2149
C 3.5858 1.0869 -0.6666
Cl 3.4689 2.8259 -0.5064
C 4.4217 0.5313 -1.5418
C 4.5693 -0.9301 -1.8134
Cl 5.4620 1.5769 -2.4964
C -0.9614 -0.4643 0.3511
O -1.6163 -1.4844 0.3276
H -5.1003 -2.5975 -1.5329
H -3.4058 -2.3014 -1.3163
H -4.4222 -2.5754 0.1390
H -5.5885 -0.4261 -1.4134
H -3.8664 -0.1036 -1.4462
H -5.2615 -0.7675 1.1788
H -5.6571 0.7818 0.4649
H -3.0404 -0.3381 1.5908
H -3.7774 1.1457 2.1162
H 1.0223 3.3792 -1.8851
H -0.0815 4.7166 -2.0219
H -0.6018 2.2645 -3.7710
H -0.7231 3.9569 -4.2344
H 2.0298 3.6585 -3.7172
H 1.2701 3.6577 -5.3685
H 1.5902 2.1652 -4.5131
H -4.4304 4.9261 -2.9593
H -2.4376 5.0164 -3.7796
H -0.9281 -1.4321 2.7389
H 0.3858 -2.3324 3.5990
H -2.9146 -5.2537 1.7503
H -2.2442 -4.2616 0.4197
H -1.3130 -5.6224 1.0294
H 2.1889 -2.0235 4.0904
H 3.7983 -1.4527 3.6725
H 4.4309 -3.5116 2.6012
H 2.2931 -3.8516 1.1270
H 1.5904 -4.5459 2.6671
H 3.0052 -5.2516 1.9193
H 5.2218 0.3137 0.9844
H 4.8827 -0.2966 2.6011
H 4.8195 -2.4934 0.5583
H 6.7609 -3.0495 1.2352
H 4.3067 -1.1631 -2.8507
H 3.9241 -1.5390 -1.1776
H 5.6018 -1.2416 -1.6205
*
```

Output
Gap between HOMO and LUMO   0.2942 hartree
HOMO   -9.568 eV
SMILES   [H]/N=C/Cc1c(C[C@H](C)I)c(COC(C)=O)c2c(c1/C(Cl)=C(\C)Cl)C(=O)c1c(CCC)c(P(=O)(O)O)c(S(=O)(=O)F)c(CCCC)c1C2=O
LUMO   -0.0575 Eh
Energy   -109673.5993 eV

=====

Record 2
Density functional theory data (wB97M-V/def2-TZVPD) for a 11-piece molecular cluster, C32H36Cl41N2O4S overall in a non-equilibrium geometry.

Structure (ORCA input):
```
! RIJCOSX wB97M-V def2-TZVPD def2/J DEFGRID3
* xyz 1 1
O -4.3076 0.4575 2.5282
C -3.2427 0.7013 2.0190
C -2.7850 2.1776 2.0277
C -1.2867 2.4012 1.6680
C -0.2924 2.2015 2.8467
N -0.8730 2.8471 4.0565
C 0.0996 3.1112 5.1672
C 1.4003 2.2850 5.1100
C 2.0610 2.2053 3.6816
C 1.1533 2.7122 2.5212
C 1.1487 4.2765 2.3236
C 2.2247 5.0599 3.1204
C 3.6422 5.0161 2.4292
C 4.8072 4.6424 3.3871
O 5.4215 3.3849 3.0575
C 1.6938 2.0784 1.1954
C 1.4168 0.5661 1.0241
C 2.2620 0.0615 -0.2016
C 3.7871 -0.0196 0.1513
S 4.2566 -1.7685 0.3218
O 5.6920 -1.8523 0.2476
O 3.6874 -2.5620 -0.7349
Cl 3.6993 -2.3865 2.2018
N -2.4984 -0.3281 1.4072
C -2.2601 -1.4875 2.2351
C -1.8868 -2.6573 1.5686
C -1.5805 -3.8441 2.2267
C -1.6345 -3.9067 3.6323
C -2.0380 -2.7229 4.3022
C -2.3342 -1.5343 3.6288
H -3.1179 2.6269 2.9748
H -3.3758 2.6772 1.2381
H -1.1970 3.4557 1.3318
H -1.0517 1.8004 0.7798
H -0.1962 1.1132 3.0299
H -1.3119 3.7292 3.7809
H -1.6129 2.2437 4.4267
H -0.4126 3.0009 6.1345
H 0.3740 4.1777 5.0926
H 1.2387 1.2890 5.5473
H 2.1147 2.8146 5.7653
H 2.1994 1.1230 3.4938
H 3.0752 2.6261 3.6729
H 0.1493 4.6765 2.5842
H 1.3095 4.5187 1.2583
H 1.9318 6.1268 3.0962
H 2.3056 4.7932 4.1863
H 3.6098 4.3188 1.5759
H 3.8799 6.0110 2.0158
H 5.6258 5.3813 3.3290
H 4.4741 4.6584 4.4436
H 5.1866 2.7245 3.7189
H 1.1459 2.5889 0.3761
H 2.7528 2.3407 1.0295
H 1.7356 -0.0650 1.8715
H 0.3737 0.3155 0.7818
H 2.1908 0.7993 -1.0164
H 1.8854 -0.9224 -0.5134
H 4.4194 0.3674 -0.6566
H 4.0092 0.5453 1.0730
H -1.5961 -0.0097 1.0684
H -1.8321 -2.6338 0.4737
H -1.2828 -4.6995 1.6176
H -1.3773 -4.8419 4.1127
H -2.0918 -2.7700 5.3876
H -2.6307 -0.6473 4.1951
C 6.7566 -5.4799 -0.9432
Cl 6.0057 -5.0522 0.5994
Cl 6.3137 -4.2904 -2.1750
Cl 8.5146 -5.5053 -0.7526
Cl 6.1944 -7.0839 -1.4463
C 2.6686 -1.1342 -3.9170
Cl 2.6944 -0.6127 -5.6020
Cl 3.8312 -0.1684 -2.9772
Cl 1.0386 -0.8958 -3.2619
Cl 3.0997 -2.8393 -3.8139
C -4.7061 5.3653 -0.6878
Cl -4.9208 5.0467 -2.4089
Cl -5.4059 4.0355 0.2512
Cl -2.9688 5.4928 -0.3256
Cl -5.5060 6.8779 -0.2557
C -0.7027 -2.6594 -6.3982
Cl -1.8312 -3.3055 -7.5958
Cl -1.1423 -0.9894 -6.0064
Cl -0.7784 -3.6419 -4.9254
Cl 0.9435 -2.6962 -7.0395
C -4.8451 0.6330 -4.3064
Cl -4.5793 1.7586 -5.6514
Cl -3.6491 -0.6659 -4.3862
Cl -4.6636 1.5003 -2.7703
Cl -6.4702 -0.0498 -4.4074
C 0.6561 -4.4964 7.2776
Cl -0.5491 -4.8488 8.5223
Cl -0.1689 -3.9711 5.7917
Cl 1.7318 -3.2064 7.8445
Cl 1.6052 -5.9501 6.9436
C 4.6996 -2.1653 -8.9002
Cl 5.5660 -0.8918 -8.0283
Cl 4.1631 -3.4034 -7.7540
Cl 3.2904 -1.4689 -9.7135
Cl 5.7732 -2.8958 -10.0982
C -8.4082 0.5980 -8.3499
Cl -9.9373 1.3155 -7.8284
Cl -8.4081 -1.1303 -7.9677
Cl -8.2195 0.8165 -10.0949
Cl -7.0654 1.3855 -7.5060
C 5.8023 -7.7622 3.6754
Cl 4.2594 -6.9948 4.0946
Cl 5.7715 -9.4580 4.1805
Cl 6.0498 -7.6608 1.9293
Cl 7.1204 -6.9234 4.5064
C -12.7920 -0.3796 -9.9496
Cl -14.3744 -1.0245 -10.4056
Cl -11.5544 -1.0276 -11.0350
Cl -12.8182 1.3859 -10.0724
Cl -12.4185 -0.8525 -8.2858
*
```

Output
Gap between HOMO and LUMO   0.3079 hartree
HOMO   -11.379 eV
LUMO   -0.1103 Eh
Energy   -569181.3796 eV

=====

Record 3
Density functional theory data (wB97M-V/def2-TZVPD) for C32H36N6O5SeSi2SnTe as an isolated structure.

Structure (ORCA input):
```
! RIJCOSX wB97M-V def2-TZVPD def2/J DEFGRID3
* xyz 0 1
Sn -0.1045 -0.7169 -0.0191
O 0.2160 -3.7704 5.6083
C 0.1240 -3.1644 4.4081
C -0.4374 -3.7897 3.2959
C -0.4973 -3.0821 2.1152
N -0.0191 -1.8472 2.0185
C 0.4749 -1.2300 3.0856
C 0.5820 -1.8521 4.3095
C 0.7782 0.2406 2.8792
O 1.2017 0.8925 3.8163
O 0.5056 0.6925 1.7012
C -1.1851 -3.6113 0.8615
O -1.5237 -4.7823 0.8329
O -1.3397 -2.7124 -0.0376
H -0.1570 -4.6580 5.5552
H -0.8341 -4.7963 3.3231
H 0.9861 -1.3212 5.1581
C -3.5768 3.0389 -0.6655
Si -2.9744 1.2867 -0.8544
C -2.9668 0.4180 0.7979
C -4.0170 0.2827 -2.0367
N -1.2607 1.2754 -1.3528
C -0.7128 1.8108 -2.3757
C -1.4643 2.4578 -3.4608
C -0.8532 3.1282 -4.4438
C 0.5978 3.2209 -4.5047
C 1.3717 2.6124 -3.5990
C 0.8065 1.8323 -2.4838
N 1.4841 1.1728 -1.6278
Si 3.2003 0.9247 -1.3123
C 3.4604 1.1459 0.5094
C 3.5268 -0.8687 -1.8199
C 4.4860 1.9192 -2.2488
H -4.6113 3.0265 -0.3170
H -3.5405 3.6121 -1.5922
H -2.9776 3.5734 0.0745
H -3.9374 0.5112 1.2883
H -2.2201 0.8447 1.4765
H -2.7847 -0.6590 0.6858
H -5.0193 0.1649 -1.6194
H -3.5912 -0.7161 -2.1554
H -4.1174 0.7261 -3.0275
H -2.5427 2.3913 -3.4326
H -1.4391 3.6136 -5.2137
H 1.0498 3.7865 -5.3091
H 2.4460 2.6808 -3.6664
H 2.8915 0.4200 1.0892
H 3.1349 2.1320 0.8385
H 4.5176 1.0398 0.7597
H 3.3472 -2.0633 -0.0599
H 4.6083 -1.0330 -1.8377
H 3.1556 -1.0349 -2.8316
H 4.4000 2.9945 -2.0849
H 4.4682 1.7368 -3.3245
H 5.4664 1.6103 -1.8794
C -1.5239 5.3713 2.2331
Te -0.5197 3.5007 2.6094
C 0.2473 3.7655 0.6456
C -0.0227 5.1867 0.2388
C 0.5743 5.7328 -0.8944
C 0.3497 7.0522 -1.2492
C -0.4818 7.8423 -0.4658
C -1.0869 7.3024 0.6565
C -0.8701 5.9750 1.0173
H -1.4525 6.0375 3.0912
H -2.5822 5.1824 2.0470
H -0.2354 3.0526 -0.0154
H 1.3086 3.5380 0.6466
H 1.2304 5.1158 -1.4973
H 0.8322 7.4697 -2.1234
H -0.6490 8.8796 -0.7242
H -1.7370 7.9177 1.2674
Se 2.9566 -3.3347 1.7619
N 2.2236 -4.3657 0.5652
C 1.8491 -4.0471 -0.6876
C 1.1283 -5.0566 -1.3656
C 0.6475 -4.8539 -2.6287
C 0.8747 -3.6036 -3.2062
N 1.5905 -2.6402 -2.6582
C 2.1135 -2.8396 -1.4337
N 2.9016 -1.8616 -0.9514
H 0.9408 -5.9692 -0.8175
H 0.0658 -5.6018 -3.1446
H 0.4344 -3.3666 -4.1687
*
```

Output
Gap between HOMO and LUMO   0.2013 hartree
HOMO   -7.301 eV
LUMO   -0.0670 Eh
Energy   -147175.0285 eV
Relative energy (zero: lowest compared OMol25 entry of this formula, charge and spin)   28.7 kJ/mol

=====

Record 4
Density functional theory data (wB97M-V/def2-TZVPD) for C32H37AsF10N5Ti as an isolated structure in a non-equilibrium geometry.

Structure (ORCA input):
```
! RIJCOSX wB97M-V def2-TZVPD def2/J DEFGRID3
* xyz 2 2
Ti 0.6751 -1.0048 -0.0182
C 0.7289 -2.3926 -2.7430
N 1.6585 -1.7870 -1.7718
C 2.6384 -2.8041 -1.3015
C 2.0516 -3.5501 -0.1044
N 1.3557 -2.5916 0.7445
C 1.8379 -2.1531 1.9606
C 3.1472 -2.1936 2.4557
F 4.1314 -2.6152 1.6530
C 3.4609 -1.7546 3.7295
F 4.7116 -1.8120 4.1495
C 2.4818 -1.2281 4.5634
F 2.7925 -0.7995 5.7707
C 1.1813 -1.1182 4.0931
F 0.2292 -0.5762 4.8374
C 0.9011 -1.5594 2.8203
F -0.3458 -1.4008 2.2802
C 2.3617 -0.6383 -2.3868
C 2.9954 0.2045 -1.2880
N 1.9634 0.4004 -0.2730
C 2.2060 1.1988 0.8187
C 3.3914 1.8479 1.1979
F 4.5074 1.7027 0.4725
C 3.4625 2.6356 2.3372
F 4.6041 3.2183 2.6481
C 2.3540 2.8171 3.1549
F 2.4408 3.5549 4.2490
C 1.1552 2.2161 2.8044
F 0.0635 2.3763 3.5387
C 1.1190 1.4515 1.6618
F -0.0666 0.8741 1.2470
H 1.2678 -2.7861 -3.6104
H 0.1840 -3.2152 -2.2790
H 0.0137 -1.6427 -3.0794
H 2.8964 -3.4949 -2.1089
H 3.5469 -2.2983 -0.9819
H 1.3234 -4.2941 -0.4385
H 2.8388 -4.0888 0.4178
H 3.1146 -0.9728 -3.1064
H 1.6126 -0.0312 -2.8984
H 3.8769 -0.2889 -0.8740
H 3.3333 1.1587 -1.6992
C -2.8302 -1.5922 -2.0883
As -1.8081 -1.3685 -0.4216
C -1.9729 -3.2067 0.2047
C -3.1891 -0.3591 0.6151
C -3.6374 -1.0258 1.8830
C -3.1177 -0.6317 3.1122
C -3.5552 -1.2290 4.2846
C -4.5197 -2.2249 4.2439
C -5.0492 -2.6200 3.0237
C -4.6119 -2.0216 1.8528
H -3.7992 -2.0118 -1.8242
H -2.3292 -2.2736 -2.7737
H -2.9892 -0.6383 -2.5910
H -3.0182 -3.4927 0.2894
H -1.4934 -3.3249 1.1721
H -1.4825 -3.8613 -0.5166
H -4.0295 -0.2315 -0.0667
H -2.7615 0.6175 0.8417
H -2.3733 0.1563 3.1570
H -3.1464 -0.9086 5.2342
H -4.8676 -2.6795 5.1616
H -5.8113 -3.3868 2.9780
H -5.0575 -2.3058 0.9048
C -0.9537 3.2394 -4.4435
C -0.6228 1.9084 -3.7183
N -0.2403 2.1579 -2.3291
C 0.8844 3.0895 -2.2845
C 0.4753 4.4639 -2.8734
N -0.9154 4.3246 -3.4127
C -1.8772 4.0146 -2.3070
C -1.3761 2.7264 -1.6051
H -1.9413 3.2263 -4.9002
H -0.2228 3.4803 -5.2132
H 0.1970 1.4047 -4.2295
H -1.4863 1.2433 -3.7269
H 1.7147 2.6647 -2.8477
H 1.2046 3.1975 -1.2482
H 1.1294 4.7728 -3.6866
H 0.4710 5.2532 -2.1236
H -1.1867 5.2048 -3.8491
H -2.8636 3.8891 -2.7501
H -1.9106 4.8649 -1.6286
H -2.1720 1.9832 -1.5575
H -1.0611 2.9464 -0.5852
*
```

Output
Gap between HOMO and LUMO (alpha / beta)   0.2884 / 0.2986 hartree
Expectation value of S²   0.75
HOMO (alpha / beta)   -12.871 / -13.133 eV
LUMO (alpha / beta)   -0.1846 / -0.1840 Eh
Energy   -152348.1555 eV

=====

Record 5
Density functional theory data (wB97M-V/def2-TZVPD) for C32H37BaI2N3O6Sb2 as an isolated structure in a non-equilibrium geometry.

Structure (ORCA input):
```
! RIJCOSX wB97M-V def2-TZVPD def2/J DEFGRID3
* xyz 0 1
Ba -0.9869 -0.5627 0.3602
C -0.9924 3.0756 3.2177
Sb -0.2718 2.6704 1.2549
C 1.6976 3.4169 1.5782
C -1.0204 4.4994 0.3840
C -0.3778 4.9290 -0.9199
C 0.7551 5.7424 -0.8670
C 1.4069 6.1763 -2.0126
C 0.9092 5.8085 -3.2530
C -0.2247 5.0144 -3.3219
C -0.8775 4.5563 -2.1790
C -2.0636 3.6354 -2.3517
Sb -1.5700 1.5224 -2.1774
C 0.5537 1.7511 -2.4622
C -1.9866 0.9967 -4.1890
H -0.4650 3.9397 3.6234
H -0.8374 2.1900 3.8332
H -2.0597 3.2964 3.1795
H 1.6634 4.5028 1.6577
H 2.3876 3.1443 0.7800
H 2.0609 3.0098 2.5246
H -0.8660 5.2702 1.1410
H -2.0972 4.3582 0.2813
H 1.1256 6.0600 0.1012
H 2.2831 6.8075 -1.9335
H 1.3872 6.1443 -4.1646
H -0.6256 4.7344 -4.2905
H -2.5066 3.7820 -3.3379
H -2.8341 3.8420 -1.6088
H 0.7260 2.2761 -3.4022
H 0.9885 0.7513 -2.4995
H 1.0168 2.3417 -1.6695
H -1.4366 1.6502 -4.8672
H -3.0539 1.0934 -4.3857
H -1.6848 -0.0372 -4.3607
O -1.4781 -3.6354 5.9872
C -1.1372 -3.1465 4.9440
C -1.1273 -3.7805 3.5544
O -0.9021 -4.9449 3.2992
C -1.2197 -2.6575 2.5841
C -1.0157 -1.4330 3.2936
O -0.8924 -0.2548 2.7646
C -0.6432 -1.7325 4.6779
O 0.0528 -1.0432 5.4083
O -1.2539 -2.8023 1.3182
I 1.6167 -3.0840 -3.6573
C -0.3390 -3.2904 -3.0509
C -1.0399 -4.4308 -3.5246
C -2.3281 -4.6785 -3.1788
I -3.2540 -6.3505 -3.9350
C -3.0003 -3.7607 -2.3081
C -4.3358 -3.9576 -1.8732
C -4.9363 -3.0718 -1.0404
C -4.2082 -1.9400 -0.6165
N -2.9849 -1.7121 -1.0101
C -2.3393 -2.6096 -1.8449
C -0.9226 -2.3527 -2.2248
O -0.2825 -1.3097 -1.7815
H -0.5152 -5.1143 -4.1793
H -4.8727 -4.8341 -2.2111
H -5.9508 -3.2243 -0.6975
H -4.6725 -1.2176 0.0478
C 3.5973 -1.1119 2.9340
C 2.2593 -0.6160 2.3521
N 1.7985 -1.5330 1.3049
C 1.7420 -2.9010 1.8335
C 3.1625 -3.4178 2.1167
N 4.0902 -2.2182 2.0154
C 4.1428 -1.7194 0.5844
C 2.6847 -1.4776 0.1450
H 3.5034 -1.5615 3.9209
H 4.3836 -0.3595 2.9507
H 2.3821 0.3780 1.9159
H 1.5061 -0.5487 3.1388
H 1.2361 -3.5484 1.1203
H 1.1533 -2.8928 2.7462
H 3.5318 -4.1405 1.3905
H 3.2955 -3.8171 3.1202
H 5.0226 -2.4969 2.3032
H 4.6543 -2.4890 0.0094
H 4.7550 -0.8193 0.6100
H 2.3619 -2.2244 -0.5801
H 2.5962 -0.5047 -0.3406
*
```

Output
Gap between HOMO and LUMO   0.2103 hartree
HOMO   -6.615 eV
LUMO   -0.0328 Eh
Energy   -80508.8785 eV
Relative energy (zero: lowest compared OMol25 entry of this formula, charge and spin)   176.6 kJ/mol